Entry 1:
C3H5ClS in the gas phase at a distorted geometry. Source: the OMol25 dataset; level of theory: the ωB97M-V functional and the def2-TZVPD basis.

CARTESIAN COORDINATES (ANGSTROEM)
C -0.09 -1.24 -0.28
C 0.10 0.16 -0.55
S 0.54 0.66 -2.21
C 0.19 0.99 0.65
Cl -0.81 2.48 0.62
H 0.36 -2.01 -0.94
H -0.08 -1.40 0.80
H -1.23 -1.21 -0.50
H 1.24 1.18 0.87
H -0.22 0.38 1.53

Summary:
HOMO = -0.320 Eh
structure (SMILES) = CC(=S)CCl
LUMO level = -0.76 eV
relative energy (zero: lowest compared OMol25 entry of this formula, charge and spin) = 88.14 kJ/mol
calculated total energy = -975.62316 a.u.

Here are the Mulliken charges for atoms 1 to 2, given in e: -1.005, 0.253

---

Entry 2:
A 2-piece molecular cluster, C3H5ClS overall at a distorted geometry. Source: the OMol25 dataset; level of theory: the ωB97M-V functional and the def2-TZVPD basis.

CARTESIAN COORDINATES (ANGSTROEM)
C 1.98 0.12 -0.11
C 0.54 -0.21 -0.03
C -0.47 -1.09 -0.25
S 0.96 1.38 0.69
Cl -2.83 1.73 0.35
H 2.75 -0.37 0.52
H 2.04 0.44 -1.16
H -0.08 -1.98 -0.75
H -3.45 0.61 0.85
H -1.44 -0.63 -0.11

Summary:
HOMO (spin up / spin down) = -0.188 / -0.345 Eh
LUMO level (spin up / spin down) = 0.54 / -2.11 eV
relative energy (zero: lowest compared OMol25 entry of this formula, charge and spin) = 305.91 kJ/mol
spin multiplicity = 3
calculated total energy = -975.45343 a.u.

Here are the Mulliken charges for atoms 1 to 2, given in e: -0.525, 0.293